[1]
The following is a DFT calculation (ωB97M-V/def2-TZVPD) of a molecular structure, C3H9F4KN2O12PS4 in a non-equilibrium geometry.

The geometry in ORCA input format:
```
! wB97M-V def2-TZVPD RIJCOSX def2/J DEFGRID3
* xyz 0 2
K 0.993 0.685 -0.837
N 1.463 -1.907 -1.085
S 2.139 -2.878 -0.193
O 2.666 -4.164 -0.631
O 1.536 -2.840 1.114
F 3.466 -2.002 0.079
S 0.173 -2.993 -1.511
O -0.586 -3.567 -0.443
O 0.064 -3.491 -2.865
F -0.907 -1.828 -1.745
N 2.709 1.450 -3.006
S 2.585 1.810 -4.660
O 3.422 0.935 -5.494
O 2.367 3.145 -5.095
F 1.119 1.229 -4.843
S 3.776 2.448 -2.665
O 3.413 3.839 -2.687
O 5.213 2.171 -3.003
F 3.640 2.345 -1.061
C -3.789 -1.135 0.514
O -3.754 -0.080 1.423
P -2.361 0.653 1.865
O -1.429 0.912 0.719
O -1.707 -0.191 2.994
C -0.260 -0.163 3.106
O -2.876 2.016 2.598
C -2.995 2.068 3.959
H -3.825 -2.029 1.137
H -2.880 -1.082 -0.085
H -4.702 -1.011 -0.067
H 0.229 -1.081 2.778
H -0.059 -0.021 4.168
H 0.216 0.583 2.470
H -3.866 2.699 4.134
H -2.136 2.411 4.536
H -3.058 1.064 4.379
*
```

Calculated values
**Calculated total energy**: -110626.9796 eV
**Energy above the lowest of the compared OMol25 structures with the same formula, charge and spin**: 9.8 kcal per mole
**HOMO energy (spin up / spin down)**: -9.98 / -9.98 eV
**Frontier orbital gap (spin up / spin down)**: 8.0847 / 2.8178 eV

Charges per atom according to Löwdin partitioning, unit e: K 0.85; N -0.38; S 0.38; O -0.26; O -0.30; F -0.21; S 0.59; O -0.24; O -0.25; F -0.25; N -0.18; S 0.60; O -0.20; O -0.19; F -0.14; S 0.52; O -0.11; O -0.09; F -0.18; C -0.09; O -0.22; P 0.47; O -0.32; O -0.20; C -0.05; O -0.19; C -0.15; H 0.10; H 0.07; H 0.10; H 0.09; H 0.10; H 0.07; H 0.10; H 0.09; H 0.09

***

[2]
The following is a DFT calculation (ωB97M-V/def2-TZVPD) of a molecular structure, C3H9FN2O4SV in a non-equilibrium geometry.

The geometry in ORCA input format:
```
! wB97M-V def2-TZVPD RIJCOSX def2/J DEFGRID3
* xyz 1 1
C -1.936 0.817 0.694
C -0.792 -0.102 1.104
C 0.526 -0.018 0.288
N 0.495 0.510 -1.065
N -0.415 -0.078 -1.957
S 0.648 2.161 -1.244
O 1.080 2.721 -0.020
O 1.449 2.374 -2.385
F -0.788 2.638 -1.596
H -1.650 1.851 0.538
H -2.471 0.405 -0.159
H -2.664 0.807 1.502
H -0.522 0.159 2.127
H -1.139 -1.131 1.165
H 0.929 -1.042 0.200
H 1.264 0.519 0.871
H -1.273 0.451 -2.065
H -0.605 -1.032 -1.694
O 1.599 -3.184 2.056
V 2.619 -3.806 0.947
O 3.644 -5.019 0.693
*
```

Calculated values
**Calculated total energy**: -53652.9842 eV
**HOMO energy**: -12.33 eV
**Frontier orbital gap**: 2.9000 eV

Charges per atom according to Löwdin partitioning, unit e: C -0.09; C -0.21; C -0.21; N -0.28; N 0.07; S 0.60; O -0.21; O -0.21; F -0.11; H 0.07; H 0.07; H 0.09; H 0.11; H 0.10; H 0.08; H 0.11; H 0.09; H 0.10; O -0.26; V 1.34; O -0.23

***

[3]
The following is a DFT calculation (ωB97M-V/def2-TZVPD) of a molecular structure, C3H9IN in a non-equilibrium geometry.

The geometry in ORCA input format:
```
! wB97M-V def2-TZVPD RIJCOSX def2/J DEFGRID3
* xyz 1 1
C -0.629 -1.617 0.277
C -0.541 1.377 -0.797
C 0.924 -0.522 0.119
N 0.389 0.898 0.212
I 2.280 -0.950 1.657
H -0.429 -2.356 1.139
H -1.367 -0.867 0.455
H -0.601 -2.047 -0.768
H -0.087 1.057 -1.708
H -1.346 0.690 -0.666
H -0.789 2.379 -0.457
H 1.324 -0.674 -0.936
H 1.130 1.649 0.429
H -0.258 0.982 1.044
*
```

Calculated values
**Calculated total energy**: -12838.7941 eV
**Energy above the lowest of the compared OMol25 structures with the same formula, charge and spin**: 47.5 kcal per mole
**HOMO energy**: -13.70 eV
**Frontier orbital gap**: 9.9467 eV

Charges per atom according to Löwdin partitioning, unit e: C 0.00; C 0.00; C -0.74; N -0.15; I 0.94; H 0.08; H 0.01; H 0.08; H 0.11; H 0.08; H 0.13; H 0.10; H 0.19; H 0.18